Molecular formula: C3H2N4
Method: DFT, wB97M-V/def2-TZVPD

Geometry as XYZ:
```
9
Properties=species:S:1:pos:R:3:forces:R:3
C -2.4031 0.4003 -0.1234 15.352 0.924 -0.886
C -1.1389 0.6080 -0.2702 -5.693 -2.090 1.633
C 0.2897 0.3244 -0.0316 -7.322 -4.444 -3.259
H -3.3241 0.4932 -0.1597 -8.364 0.633 -0.259
H 0.2016 -1.7338 -0.0486 1.628 0.321 -0.537
N 1.1668 1.0777 0.2549 2.044 9.334 2.636
N 2.2771 0.4878 0.4649 2.249 -2.498 -1.093
N 2.1045 -0.7388 0.1364 1.384 -2.675 0.819
N 0.8263 -0.9187 -0.2227 -1.277 0.494 0.946
```
Positions in Å, forces in eV/Å.

Values from the calculation:
Largest force on an atom   0.300 hartree/bohr
Electronic energy   -334.357601 hartree
LUMO   0.013 eV
HOMO-LUMO gap   10.5 eV
HOMO level   -10.5 eV
Relative energy (zero: lowest compared OMol25 entry of this formula, charge and spin)   105.1 kcal per mole